Below is a structure of composition C29H27BrN5O3PPtS2Se, with properties calculated with wB97M-V/def2-TZVPD.

Output
ΔE to the lowest compared entry with this formula, charge and spin (eV): 0.0938
Strongest force on any atom (Eh/bohr): 0.0046
E (Eh): -7852.810276
Lowest unoccupied orbital energy (eV): -6.62
Frontier orbital gap (eV): 7.36

ORCA input file:
```
! wB97M-V def2-TZVPD RIJCOSX def2/J DEFGRID3
* xyz 2 1
Pt -0.1924 -0.3659 -0.0747
N 1.0621 -1.9593 2.2104
N 0.0729 -2.8644 2.5967
C -0.9439 -3.1744 1.8234
N -1.8863 -4.0022 2.2344
S -1.1375 -2.5973 0.1399
H 1.8333 -2.4409 1.7564
H 1.3852 -1.4429 3.0192
H 0.1665 -3.3398 3.4890
H -1.8925 -4.4143 3.1576
H -2.6296 -4.2566 1.6004
O 2.5547 -2.0096 -2.7271
S 1.8151 -0.9302 -2.1592
O 1.5536 -1.2237 -0.6596
O 0.5807 -0.5222 -2.7885
C 2.8114 0.5245 -2.0552
C 3.9745 0.5962 -2.7975
C 4.7063 1.7781 -2.8098
C 4.2643 2.8774 -2.0924
C 3.1006 2.7957 -1.3383
C 2.3648 1.6154 -1.3003
P 0.9135 1.6167 -0.2081
C -0.0924 2.9959 -0.7749
C -0.4747 4.0718 0.0197
C -1.2896 5.0622 -0.5148
C -1.7108 4.9836 -1.8337
C -1.3129 3.9179 -2.6344
C -0.5072 2.9228 -2.1090
C 1.5422 1.8981 1.4646
C 2.8940 1.7387 1.7584
C 3.3356 1.8373 3.0722
C 2.4359 2.0941 4.0951
C 1.0834 2.2451 3.8087
C 0.6367 2.1374 2.5026
H 4.2912 -0.2662 -3.3685
H 5.6161 1.8387 -3.3913
H 4.8224 3.8034 -2.1149
H 2.7681 3.6606 -0.7752
H -0.1265 4.1612 1.0395
H -1.5799 5.9049 0.0981
H -2.3365 5.7637 -2.2465
H -1.6224 3.8699 -3.6699
H -0.1919 2.0904 -2.7316
H 3.6075 1.5383 0.9705
H 4.3890 1.7239 3.2907
H 2.7866 2.1870 5.1144
H 0.3810 2.4599 4.6036
H -0.4186 2.2561 2.2906
Se 0.3486 -3.9177 -0.8949
C -0.8598 -5.3633 -1.2356
C -1.4261 -5.4614 -2.4963
C -2.2487 -6.5562 -2.7500
N -2.5195 -7.4891 -1.8454
C -1.9584 -7.3861 -0.6441
C -1.1091 -6.3474 -0.2869
H -1.2467 -4.7159 -3.2589
H -2.7076 -6.6796 -3.7236
H -2.1847 -8.1763 0.0625
H -0.6299 -6.3436 0.6833
Br -5.7866 3.0016 1.2285
C -4.2642 1.9821 0.8775
C -3.8055 1.8256 -0.4217
C -2.6614 1.0864 -0.6356
N -1.9781 0.5119 0.3682
C -2.4390 0.6496 1.6215
C -3.5752 1.3691 1.9178
H -4.3194 2.2763 -1.2583
H -2.2664 0.9391 -1.6307
H -1.8551 0.1783 2.4010
H -3.9105 1.4595 2.9408
*
```


Below is an isolated molecule of C5H5NO, with properties calculated with wB97M-V/def2-TZVPD.

Output
ΔE to the lowest compared entry with this formula, charge and spin (eV): 3.6559
Strongest force on any atom (Eh/bohr): 0.1243
E (Eh): -323.385332
Lowest unoccupied orbital energy (eV): 0.12
Frontier orbital gap (eV): 9.79

ORCA input file:
```
! wB97M-V def2-TZVPD RIJCOSX def2/J DEFGRID3
* xyz 0 1
C 1.2307 -0.2560 0.5683
C -0.3090 -0.1418 0.3350
C -0.9913 -0.4966 1.3897
C -0.9102 0.1985 -0.9057
C -1.5895 1.0090 -1.6298
H 2.8643 -0.2868 -0.8017
H 1.2033 0.5935 -1.2717
H -2.0367 -0.6268 1.3074
H -0.7220 -0.8277 2.4529
H -2.4081 1.2369 -2.3267
N 1.7594 -0.0878 -0.6492
O 1.9090 -0.3145 1.5316
*
```


Below is a cluster of 9 separate species, C50H119N9O14 in total, with properties calculated with wB97M-V/def2-TZVPD.

Output
Strongest force on any atom (Eh/bohr): 0.0692
E (Eh): -3522.162235
Lowest unoccupied orbital energy (eV): 0.39
Frontier orbital gap (eV): 8.38

ORCA input file:
```
! wB97M-V def2-TZVPD RIJCOSX def2/J DEFGRID3
* xyz 0 1
C -1.5954 4.3971 1.2001
C -2.1696 4.4821 2.6441
C -2.3519 5.8816 2.9891
C -1.0158 6.5341 3.1468
N -0.0613 7.0263 3.5337
H -0.7369 5.0657 1.1712
H -2.3598 4.7263 0.5172
H -1.2815 3.4710 0.7636
H -1.5101 4.0443 3.4052
H -3.1395 4.0385 2.7088
H -2.8549 6.0633 3.9401
H -2.8132 6.4056 2.1639
C -1.1997 0.6668 0.6915
C -0.5287 0.3371 2.0408
C 0.7351 -0.4803 1.6431
C 0.4801 -1.6721 0.7247
N 0.2013 -2.5987 0.0979
H -2.0218 1.3661 0.7762
H -1.6672 -0.2138 0.2561
H -0.4593 1.0735 -0.0375
H -1.1904 -0.1919 2.6847
H -0.1965 1.2289 2.5882
H 1.2245 -0.8399 2.5536
H 1.4684 0.1663 1.2053
C -4.5679 -2.0310 4.1285
O -3.1645 -2.3679 3.7938
C -3.0231 -3.7719 3.7996
C -1.7105 -4.0758 3.1234
N -0.6096 -3.5918 3.8831
C 0.6100 -4.2126 3.5887
C 1.6790 -3.8734 4.5986
O 1.8698 -2.4922 4.6390
C 2.9767 -2.0375 5.3403
H -5.2133 -2.3002 3.3050
H -4.4988 -0.9582 4.3083
H -4.7588 -2.5995 5.1583
H -3.8567 -4.2481 3.1761
H -2.9971 -4.1601 4.8164
H -1.6982 -3.5460 2.0878
H -1.5924 -5.1585 2.9035
H -0.5132 -2.5957 4.1324
H 1.0262 -3.9410 2.5850
H 0.4868 -5.2726 3.6726
H 2.5555 -4.4721 4.3177
H 1.4943 -4.2883 5.6208
H 3.9046 -2.3590 4.7869
H 3.0696 -2.4863 6.3159
H 2.9342 -0.9779 5.3631
C 4.7654 5.4754 3.6288
O 4.3869 5.0590 2.3392
C 3.0976 5.6028 1.9560
C 3.0864 5.8172 0.4390
N 3.3039 4.6863 -0.4725
C 2.3075 3.6386 -0.3060
C 2.2003 2.8295 -1.5548
O 3.4647 2.2674 -1.8958
C 3.4929 1.6554 -3.2109
H 5.7856 5.2095 3.7280
H 4.2151 4.8871 4.3766
H 4.5823 6.5121 3.8500
H 2.8566 6.5676 2.4805
H 2.3220 4.9491 2.3341
H 3.9394 6.5152 0.1913
H 2.1868 6.3555 0.2095
H 4.2286 4.2942 -0.3479
H 1.3674 4.1829 -0.0474
H 2.3932 3.0376 0.6394
H 1.7664 3.4452 -2.3740
H 1.4772 1.9435 -1.4109
H 2.5846 1.0329 -3.3675
H 4.3643 1.0186 -3.2824
H 3.5188 2.3935 -4.0421
C -2.8100 -3.2190 -1.2710
O -3.4936 -2.2275 -2.0229
C -3.9211 -2.7302 -3.3233
C -4.3629 -1.6850 -4.2517
N -5.6236 -1.0611 -3.8273
C -6.1553 -0.1845 -4.8499
C -7.2103 -0.8837 -5.7035
O -7.7789 0.1339 -6.5688
C -9.0487 -0.2480 -7.0578
H -2.3516 -2.7318 -0.3945
H -2.1417 -3.7371 -1.9481
H -3.4611 -4.0016 -0.8748
H -4.7935 -3.3745 -3.1276
H -3.0984 -3.3097 -3.7156
H -4.4415 -2.1873 -5.2243
H -3.5607 -0.9478 -4.3324
H -5.5283 -0.6271 -2.9407
H -5.4496 0.2213 -5.5830
H -6.6834 0.7277 -4.4090
H -7.9218 -1.1896 -4.9383
H -6.7291 -1.7334 -6.2453
H -9.4722 0.5876 -7.6145
H -9.8138 -0.4373 -6.3001
H -8.9610 -1.1907 -7.7068
C 3.0289 -2.5359 -4.2491
O 1.6981 -2.1319 -4.5047
C 0.9285 -2.0317 -3.2971
C -0.4952 -1.9332 -3.7146
N -0.8154 -0.7554 -4.5198
C -0.7029 0.4769 -3.7536
C -0.9820 1.6863 -4.5624
O -0.6467 2.8795 -3.8222
C -1.2163 4.0395 -4.3947
H 3.1024 -3.6488 -4.0320
H 3.4663 -2.0539 -3.3632
H 3.5674 -2.3006 -5.1829
H 1.2787 -1.1041 -2.7392
H 0.9879 -2.9550 -2.6774
H -1.0760 -2.0172 -2.7764
H -0.7367 -2.8418 -4.2549
H -0.0075 -0.7615 -5.1649
H 0.2320 0.5558 -3.2117
H -1.4729 0.3934 -2.9958
H -2.0522 1.7998 -4.7794
H -0.3748 1.6022 -5.4379
H -2.2446 3.8788 -4.7816
H -0.6198 4.3696 -5.2058
H -1.2920 4.7109 -3.5743
C -6.2121 4.7223 -2.1953
O -5.5464 3.6560 -1.4762
C -4.5269 2.9756 -2.1635
C -4.1998 1.6347 -1.3661
N -5.3386 0.7870 -1.1483
C -5.0599 -0.1587 -0.0936
C -6.1517 -1.2597 -0.0701
O -5.9218 -2.2846 0.9556
C -6.9769 -3.1354 1.0747
H -6.4608 4.4152 -3.2241
H -5.5689 5.6024 -2.3851
H -7.0055 5.0995 -1.5362
H -3.6237 3.5918 -2.2003
H -4.8359 2.6791 -3.2295
H -3.7058 1.9349 -0.4463
H -3.4294 1.0978 -1.9770
H -6.1908 1.2575 -1.0674
H -5.0209 0.2131 0.9177
H -4.1003 -0.6858 -0.3472
H -5.9723 -1.8812 -0.9690
H -7.1609 -0.8506 0.0352
H -6.6541 -3.9469 1.7254
H -7.3331 -3.6293 0.1574
H -7.7825 -2.6186 1.5435
C 2.0102 1.4364 4.7592
O 3.1999 0.8358 4.2198
C 3.8595 1.6822 3.2637
C 5.3699 1.5838 3.3635
N 5.9522 2.2998 2.1967
C 7.3132 2.7208 2.4091
C 7.8729 3.1586 1.0749
O 9.1914 3.3721 1.3383
C 10.0037 3.3113 0.1510
H 1.5955 0.7242 5.4670
H 1.2803 1.6437 3.9812
H 2.2900 2.3038 5.2919
H 3.5626 2.7034 3.4005
H 3.5527 1.3253 2.2710
H 5.5863 0.5334 3.4724
H 5.6253 2.1248 4.3046
H 5.3394 3.0797 2.0723
H 7.8998 1.8775 2.7644
H 7.5059 3.5892 3.1184
H 7.3714 4.1507 0.7873
H 7.6177 2.4663 0.2721
H 9.8946 2.3370 -0.3270
H 11.0493 3.5031 0.3519
H 9.6665 4.0856 -0.5494
C 1.6424 -8.9793 -0.0597
O 2.1903 -8.0800 0.9654
C 3.1042 -7.1734 0.4454
C 3.4125 -6.3227 1.6217
N 4.1300 -5.0684 1.4267
C 3.3872 -4.0921 0.6157
C 3.8928 -2.6754 0.7776
O 5.1602 -2.5451 0.3012
C 5.4977 -1.1990 0.4234
H 1.2334 -8.4729 -0.9416
H 0.7956 -9.4777 0.5605
H 2.3618 -9.7982 -0.3928
H 2.6963 -6.6061 -0.4014
H 3.9735 -7.6537 -0.0034
H 3.8902 -6.8883 2.4413
H 2.4176 -6.0762 2.0469
H 5.0714 -5.1260 1.0041
H 2.3987 -4.2222 1.0512
H 3.2476 -4.4575 -0.4440
H 3.7492 -2.4840 1.8281
H 3.2633 -1.9601 0.1708
H 6.5023 -1.1188 -0.0353
H 5.4265 -0.8241 1.4588
H 4.9282 -0.5849 -0.3164
*
```


Below is an isolated molecule of C3H5N3O, with properties calculated with wB97M-V/def2-TZVPD.

Output
ΔE to the lowest compared entry with this formula, charge and spin (eV): 5.6458
Strongest force on any atom (Eh/bohr): 0.1625
E (Eh): -356.649895
Lowest unoccupied orbital energy (eV): 0.66
Frontier orbital gap (eV): 10.35

ORCA input file:
```
! wB97M-V def2-TZVPD RIJCOSX def2/J DEFGRID3
* xyz 0 1
C -0.5549 0.1005 -0.8390
C -0.1197 0.4725 0.5392
C 1.1640 0.3155 0.9245
H -0.2475 -0.8278 -2.5197
H 0.1154 -1.9230 -1.4862
H -1.6815 -0.3235 -0.4566
H -0.6652 1.0566 -1.6068
H 2.0987 -0.0348 0.6511
N 0.1949 -0.7734 -1.6824
N 1.0043 0.5590 2.3222
N -0.3305 0.6498 2.6062
O -0.9780 0.7285 1.5475
*
```


Below is an isolated molecule of C4H6ClN3, with properties calculated with wB97M-V/def2-TZVPD.

Output
ΔE to the lowest compared entry with this formula, charge and spin (eV): 3.0776
Strongest force on any atom (Eh/bohr): 0.0171
E (Eh): -780.402212
Lowest unoccupied orbital energy (eV): 0.48
Frontier orbital gap (eV): 8.83

ORCA input file:
```
! wB97M-V def2-TZVPD RIJCOSX def2/J DEFGRID3
* xyz 0 1
C -2.2227 -0.4926 0.2141
C -0.9019 -0.4992 0.1831
C 1.0743 0.5501 -0.2477
C 3.9265 0.8617 -0.1382
H -2.8354 0.3682 -0.0801
H -0.3425 -1.3682 0.4880
H 1.6284 -0.3326 0.0797
H 1.3556 2.3040 -1.2010
H 3.5731 0.1387 0.6047
H 5.0125 0.9355 -0.2891
N -0.1932 0.6445 -0.2336
N 1.8388 1.5927 -0.6902
N 3.1827 1.6368 -0.8270
Cl -3.1439 -1.8638 0.7404
*
```


Below is a cluster of 2 separate species, C3H8N6O2 in total, with properties calculated with wB97M-V/def2-TZVPD.

Output
ΔE to the lowest compared entry with this formula, charge and spin (eV): 0.0000
Strongest force on any atom (Eh/bohr): 0.0978
E (Eh): -597.137860
Lowest unoccupied orbital energy (eV): -10.03
Frontier orbital gap (eV): 7.21

ORCA input file:
```
! wB97M-V def2-TZVPD RIJCOSX def2/J DEFGRID3
* xyz 2 1
C 0.8897 -0.2817 1.2061
C -1.8986 0.0443 -0.1360
C 2.6504 1.0228 -1.0556
N 2.0571 -0.3256 0.8273
N -2.7641 -0.5321 -0.6200
N -0.0877 -0.9820 1.6409
N -1.2498 1.2591 0.0514
N -3.6304 -1.4389 -0.7627
N 2.9255 0.0557 -0.0172
O -1.9690 2.0749 0.4994
O -0.1151 1.2902 -0.2572
H 3.1787 0.7768 -1.9797
H 1.6359 1.0721 -1.1312
H 3.0607 1.8983 -0.6328
H 0.0091 -1.9996 1.3851
H -0.4374 -0.7675 2.5254
H -3.5929 -1.9511 -1.6814
H -4.4982 -1.2291 -0.2875
H 3.8360 0.0135 0.4256
*
```